Entry 1:
A structure of composition C34H26N9O2RhS2 in a non-equilibrium geometry, computed with ωB97M-V with the def2-TZVPD basis set.

```
74
Properties=species:S:1:pos:R:3:forces:R:3:lowdin_charge:R:1
Rh 0.16662 0.92545 -0.18144 -0.5 -0.6 -0.9 1.07
C -1.14240 0.77264 -4.27460 0.1 0.0 0.0 -0.04
C -0.02948 1.11933 -5.03538 -0.2 0.0 0.0 -0.05
C 1.17159 1.27903 -4.39730 0.2 0.0 0.3 0.00
C 1.27335 1.13060 -2.99827 -1.0 -0.2 -0.1 -0.32
N 0.16209 0.85916 -2.26217 0.5 0.4 -0.2 -0.04
C -0.99262 0.64249 -2.91519 -0.2 -0.1 0.0 -0.13
N 2.52580 1.22527 -2.49169 1.1 0.2 0.3 0.18
C 2.88468 1.12101 -1.25991 -1.1 -0.2 -0.7 -0.30
N 2.09213 0.98245 -0.14912 1.4 0.1 0.0 -0.07
C 2.89717 0.92784 0.95761 -1.3 -0.1 0.6 -0.28
N 2.52989 0.86289 2.19047 1.2 0.0 -0.2 0.17
C 1.26404 0.87665 2.66628 -1.0 0.0 0.1 -0.30
C 1.15443 0.87411 4.07510 0.2 0.0 -0.3 -0.01
C -0.06604 0.92494 4.69048 -0.2 0.0 -0.1 -0.06
C -1.20604 0.96646 3.89022 0.2 0.0 0.1 -0.05
C -1.04804 0.96400 2.52730 -0.3 0.0 0.0 -0.11
N 0.13910 0.91595 1.89693 0.6 0.1 0.3 0.01
C 4.29203 1.00083 0.54053 0.7 0.1 -0.6 -0.09
C 5.48483 0.97655 1.24389 -0.4 0.0 0.2 0.00
C 6.66389 1.06044 0.52189 0.1 0.0 -0.2 -0.07
C 6.65309 1.16167 -0.87072 0.1 0.0 0.2 -0.07
C 5.45977 1.19832 -1.57295 -0.3 0.0 -0.2 0.00
C 4.28303 1.12501 -0.84767 0.7 -0.1 0.6 -0.09
H -2.11698 0.61191 -4.71115 0.0 0.0 0.0 0.12
H -0.11102 1.24023 -6.10789 0.0 0.0 0.0 0.11
H 2.08570 1.50991 -4.92396 0.0 0.0 0.0 0.11
H -1.85004 0.36886 -2.32701 0.0 0.0 0.1 0.07
H 2.08252 0.84541 4.62629 0.0 0.0 0.0 0.11
H -0.14733 0.94651 5.76944 0.0 0.0 0.0 0.11
H -2.20002 1.00832 4.31098 0.0 0.0 0.0 0.11
H -1.91550 1.01782 1.89742 0.0 0.0 -0.1 0.07
H 5.48481 0.88768 2.32215 0.0 0.0 0.0 0.12
H 7.61394 1.04814 1.04010 0.0 0.0 0.0 0.10
H 7.59428 1.20987 -1.40271 0.0 0.0 0.0 0.10
H 5.43063 1.27392 -2.65173 0.0 0.0 0.0 0.12
N -3.69945 -3.77114 2.92813 0.1 0.0 0.1 0.11
C -3.64749 -2.63087 2.15177 0.0 0.2 0.0 -0.31
C -2.72994 -2.52846 1.10002 -0.1 -0.1 0.0 -0.01
C -2.64129 -1.37005 0.35451 -0.1 -0.1 -0.1 -0.06
C -3.47082 -0.29811 0.65326 0.1 0.3 -0.1 -0.32
C -4.38729 -0.38331 1.69054 0.0 0.1 0.0 -0.07
C -4.47580 -1.54049 2.43938 0.0 -0.1 0.0 -0.03
S -3.48260 1.16782 -0.34172 0.3 -0.7 0.3 0.63
O -4.26304 2.14286 0.36576 0.0 0.1 0.0 -0.30
O -3.88691 0.76490 -1.66406 0.1 0.1 -0.1 -0.30
N -1.86291 1.60333 -0.32054 -0.8 0.1 0.0 -0.21
C -1.60379 2.84494 -0.80707 -0.3 0.2 0.0 -0.50
N -0.32910 3.26410 -0.60821 -0.3 -1.5 0.4 0.09
C 0.00040 4.46335 -1.05924 0.3 0.2 -0.1 -0.12
C -0.91114 5.28575 -1.69822 0.1 -0.1 0.1 -0.05
C -2.18377 4.75500 -1.88359 0.1 0.0 0.0 -0.11
N -2.53182 3.55467 -1.46073 0.0 0.0 0.0 0.14
H -3.29013 -4.60777 2.55228 0.0 0.0 -0.1 0.09
H -4.52641 -3.90990 3.48088 0.0 -0.1 0.0 0.09
H -2.09426 -3.37381 0.86824 -0.2 0.1 0.0 0.08
H -1.93151 -1.29931 -0.46195 0.0 -0.1 0.0 0.07
H -5.01932 0.47182 1.89132 0.0 -0.1 0.1 0.11
H -5.19126 -1.61363 3.24990 0.0 0.0 0.0 0.11
H 1.02825 4.77214 -0.90098 0.0 0.0 0.0 0.12
H -0.64152 6.27294 -2.04060 0.0 0.0 0.0 0.10
H -2.95241 5.30540 -2.41735 0.0 0.0 0.0 0.12
S 0.87245 -1.68287 -0.84990 0.3 1.8 -0.2 0.72
C 0.43828 -3.31347 -0.42053 -0.5 0.0 0.6 -0.69
C 0.42661 -4.26813 -1.44644 -0.1 0.2 0.1 -0.13
C 0.15621 -5.59369 -1.15864 0.0 0.0 0.1 -0.09
C -0.12598 -5.98050 0.14592 0.0 -0.1 0.0 -0.10
C -0.11708 -5.03720 1.16484 0.1 -0.1 0.0 -0.11
C 0.17072 -3.71034 0.89220 0.4 -0.1 -0.2 -0.16
H 0.63915 -3.94838 -2.45811 0.0 0.0 0.0 0.09
H 0.16273 -6.32789 -1.95397 0.0 0.0 0.0 0.10
H -0.34772 -7.01657 0.36635 0.0 0.0 0.0 0.10
H -0.32176 -5.34752 2.18246 0.0 0.0 0.0 0.10
H 0.20785 -2.97731 1.68786 0.0 0.0 0.0 0.11
```
Forces are in eV/Å.

The calculation puts the highest occupied orbital energy (alpha / beta) at -0.276 / -0.276 hartree. As for the molar mass: 759.68 g/mol. Its maximum force is 1.86 eV Å⁻¹.

Entry 2:
A cluster of 11 separate species, C24H66F4NO11 in total in a non-equilibrium geometry, computed with ωB97M-V with the def2-TZVPD basis set.

```
106
Properties=species:S:1:pos:R:3:forces:R:3:lowdin_charge:R:1
C -3.70121 -3.99229 -4.89731 -0.2 -0.3 -0.3 -0.11
C -4.45356 -5.13312 -4.21422 -0.1 0.2 0.3 -0.25
C -4.41105 -5.05529 -2.69010 0.3 0.6 -0.1 -0.20
C -2.99872 -5.22789 -2.10788 -0.7 0.1 0.3 -0.11
C -2.97465 -4.70264 -0.65402 -0.1 -0.5 -0.3 -0.27
O -2.42689 -5.60205 0.28354 0.0 0.1 0.3 -0.03
C -1.07374 -5.86696 0.05347 0.3 0.1 0.1 -0.14
C -0.17564 -4.61631 0.03363 0.2 -1.0 -0.2 -0.24
C 1.16683 -5.02525 -0.58456 -0.1 -0.1 0.5 0.00
N -0.80992 -3.54372 -0.80855 -0.1 0.2 0.2 0.02
C -0.01438 -2.25606 -0.92467 0.6 0.3 -0.1 -0.09
C 0.86596 -1.85407 0.25072 0.4 -0.1 0.0 -0.22
C 1.28069 -0.38999 0.07101 -0.4 -0.3 -0.7 -0.08
C -2.27953 -3.34920 -0.55791 -0.3 0.0 -0.2 -0.07
C -2.60583 -2.58561 0.73478 0.0 -0.2 0.5 -0.35
F -1.74963 -2.94206 1.74117 -0.5 0.1 -0.4 0.12
F -3.86934 -2.93470 1.13140 0.6 0.2 -0.2 0.12
C -2.61815 -1.03413 0.66256 0.0 0.3 0.6 -0.26
F -1.43838 -0.53541 1.11419 -0.4 -0.2 -0.4 0.07
F -2.83569 -0.60656 -0.61041 0.2 -0.2 0.2 0.08
H -2.62226 -4.13260 -4.89830 0.1 0.1 0.1 0.06
H -4.00168 -3.95867 -5.94340 0.1 0.1 -0.1 0.08
H -3.95909 -3.02444 -4.46881 0.1 0.1 0.1 0.07
H -4.06083 -6.09139 -4.55054 -0.1 -0.1 -0.1 0.11
H -5.49808 -5.06390 -4.51346 -0.1 -0.2 -0.1 0.11
H -4.75176 -4.04794 -2.41680 -0.1 0.0 0.0 0.11
H -5.10590 -5.74498 -2.21545 0.0 -0.2 0.0 0.12
H -2.75185 -6.28522 -2.10032 0.3 0.0 -0.2 0.13
H -2.33127 -4.67452 -2.77020 0.4 -0.2 0.0 0.10
H -4.01037 -4.58302 -0.35833 0.0 0.1 0.2 0.15
H -0.70899 -6.45525 0.89362 -0.1 -0.1 0.0 0.15
H -0.91807 -6.46766 -0.84761 -0.1 0.1 -0.2 0.11
H -0.05425 -4.29855 1.05879 -0.1 0.6 -0.1 0.15
H 2.00365 -4.64481 -0.00881 0.1 0.2 -0.2 0.09
H 1.24570 -6.11033 -0.54592 0.0 -0.1 0.0 0.09
H 1.24031 -4.72102 -1.62655 0.2 0.1 -0.1 0.10
H -0.79172 -3.94034 -1.74929 -0.1 -0.1 -0.1 0.16
H -0.68647 -1.44447 -1.19224 -0.3 -0.2 0.1 0.12
H 0.63470 -2.38617 -1.78984 0.0 -0.1 -0.1 0.14
H 1.78499 -2.43626 0.19495 0.0 -0.1 0.2 0.09
H 0.43293 -2.05569 1.22538 -0.2 0.2 0.0 0.10
H 0.44833 0.20192 -0.31318 -0.1 0.1 0.2 0.06
H 2.04687 -0.36206 -0.70012 0.2 0.2 0.1 0.08
H 1.64079 0.03962 0.99223 0.2 0.1 0.1 0.05
H -2.64499 -2.77516 -1.41026 0.0 0.3 0.1 0.17
H -3.40809 -0.64626 1.30791 -0.1 -0.1 -0.1 0.18
C 4.70763 -1.84941 1.50522 0.0 0.2 0.0 -0.14
O 4.31500 -0.69460 0.76924 0.0 -0.3 0.1 -0.13
H 4.07690 -2.67507 1.18021 0.0 0.0 0.0 0.06
H 5.75032 -2.11047 1.31066 0.0 -0.1 0.0 0.08
H 4.56571 -1.70297 2.57869 0.0 -0.1 0.0 0.08
H 4.87061 0.03394 1.05733 0.0 0.1 -0.1 0.08
C 2.08367 1.45018 4.20669 -0.3 0.0 0.0 -0.13
O 1.35326 0.60273 3.31207 0.1 -0.1 0.0 -0.15
H 3.14076 1.31643 3.99484 0.0 0.0 0.0 0.08
H 1.81684 2.49574 4.04043 0.1 0.0 0.1 0.08
H 1.88895 1.18231 5.24730 0.1 0.0 0.0 0.07
H 0.41892 0.72145 3.49485 -0.1 0.0 0.0 0.07
C 2.13069 3.53002 1.21554 0.2 0.2 0.0 -0.15
O 3.40023 4.09448 1.52882 -0.1 -0.1 0.0 -0.13
H 2.11411 2.52012 1.61889 0.0 0.0 0.0 0.05
H 1.32228 4.10977 1.67010 -0.1 -0.1 -0.1 0.08
H 1.97957 3.48252 0.13374 -0.1 0.0 0.0 0.08
H 3.42248 4.98750 1.17352 0.1 0.1 0.0 0.07
C 0.05739 -0.54181 7.50570 0.1 0.1 0.2 -0.16
O 1.27657 0.14247 7.77073 -0.1 -0.1 -0.2 -0.13
H -0.10688 -0.50658 6.43078 0.0 0.0 0.0 0.07
H 0.11263 -1.58790 7.81747 -0.1 0.0 0.0 0.08
H -0.78625 -0.06072 8.00694 0.0 0.0 0.0 0.08
H 1.42996 0.11528 8.71738 0.1 0.0 0.1 0.07
C 5.76806 6.93033 2.40361 -0.2 0.0 0.1 -0.14
O 4.63893 7.67621 1.94330 0.1 0.0 -0.1 -0.13
H 6.43889 6.79751 1.55931 0.0 0.0 0.0 0.08
H 6.29630 7.46157 3.19815 0.0 0.0 0.0 0.08
H 5.45374 5.94979 2.76886 0.1 0.0 0.0 0.07
H 4.04517 7.79489 2.68783 -0.1 0.1 0.0 0.08
C 0.04504 -8.56902 -2.94782 0.1 0.1 0.0 -0.13
O -0.06438 -7.15637 -3.15543 -0.2 0.0 0.1 -0.14
H -0.81003 -9.03416 -3.42873 0.0 0.0 0.0 0.08
H 0.96011 -8.95991 -3.39458 0.0 0.0 0.0 0.08
H 0.03082 -8.81516 -1.88229 0.0 0.0 0.0 0.08
H 0.69931 -6.74541 -2.74601 0.2 0.0 -0.1 0.04
C 5.95768 9.13719 -1.08745 -0.1 0.0 0.2 -0.17
O 4.74780 9.69841 -0.60383 0.1 0.0 -0.1 -0.13
H 6.07892 9.42107 -2.12988 -0.1 0.1 0.0 0.07
H 6.81490 9.50986 -0.51900 0.1 -0.1 -0.1 0.08
H 5.92893 8.04457 -1.02522 0.1 0.0 0.0 0.07
H 4.66509 9.42528 0.31537 -0.1 -0.1 0.1 0.04
C -2.09125 2.52286 0.27372 -0.1 0.2 -0.3 -0.15
O -1.76048 3.43430 -0.76698 0.0 0.0 0.1 -0.12
H -2.03600 3.06901 1.21204 0.0 0.0 0.0 0.09
H -3.11075 2.14270 0.14569 0.0 0.0 0.1 0.07
H -1.38950 1.69150 0.30245 0.1 0.0 0.1 0.05
H -1.80856 2.96227 -1.60133 0.0 0.0 -0.1 0.08
C -4.67700 5.04763 -1.40016 0.1 0.1 0.0 -0.15
O -4.14746 5.53709 -2.62737 -0.1 0.0 0.0 -0.13
H -5.74906 5.22776 -1.40100 0.0 0.0 -0.1 0.08
H -4.49414 3.97486 -1.29793 -0.1 0.0 0.1 0.06
H -4.23017 5.56965 -0.55090 0.0 -0.1 0.1 0.08
H -3.19787 5.38580 -2.60532 0.1 0.1 0.1 0.06
C -1.43932 8.32579 -3.04547 -0.2 0.0 0.1 -0.16
O -2.17796 7.80840 -1.94379 0.1 0.0 -0.1 -0.14
H -0.42103 8.49458 -2.70506 0.0 0.0 0.0 0.08
H -1.41978 7.61805 -3.87949 0.0 0.0 0.0 0.07
H -1.85595 9.27471 -3.39160 0.1 0.0 0.0 0.08
H -3.08013 7.65350 -2.24114 -0.1 -0.1 0.0 0.05
```
Forces are in eV/Å.

The calculation puts the highest occupied orbital energy at -0.404 hartree. As for the molar mass: 620.78 g/mol. Its maximum force is 1.08 eV Å⁻¹. As for the charge: +1.